(1)
{"formula": "C3H5ClN2S", "method": "ωB97M-V with the def2-TZVPD basis set", "relative_energy_kj_mol": 256.9, "gap_ev": 9.23, "e_homo_ha": -0.319, "total_energy_ev": -29526.5647, "max_force_ev_per_a": 4.17, "symbols": ["Cl", "C", "H", "H", "H", "C", "C", "N", "H", "S", "N", "H"], "positions_angstrom": [[2.62203, -0.58133, -0.93328], [0.81218, -0.74422, -0.48890], [-1.63256, 1.10284, 1.07410], [-0.05514, 2.13443, 1.04141], [0.40521, -1.73279, -0.94229], [0.66878, -0.69799, 0.99530], [-0.57960, 1.10674, 0.71752], [-1.51812, 0.01117, -1.28428], [-1.79994, -0.07663, -2.24077], [-0.12984, 0.67812, -1.09352], [0.03048, 0.17237, 1.52126], [1.17653, -1.37270, 1.63344]], "nbo_charge": [-0.082, -0.453, 0.267, 0.219, 0.282, 0.085, -0.369, -1.190, 0.359, 1.041, -0.357, 0.198]}

(2)
{"formula": "C3H5ClNOP", "method": "ωB97M-V with the def2-TZVPD basis set", "relative_energy_kj_mol": 12.4, "gap_ev": 10.14, "e_homo_ha": -0.356, "total_energy_ev": -28541.0377, "max_force_ev_per_a": 3.13, "symbols": ["H", "C", "C", "C", "H", "H", "H", "N", "P", "O", "Cl", "H"], "positions_angstrom": [[-0.79599, 1.69709, -0.64682], [-1.28086, 0.77051, -0.31402], [0.24501, -0.85399, 0.92263], [-0.35380, -0.43597, -0.43611], [-0.49615, -1.03403, 1.68639], [-1.45170, 1.14033, 0.77004], [-2.31971, 0.67450, -0.87282], [1.48727, -1.04430, 1.04984], [2.29306, -0.50419, -0.40690], [0.89778, -0.35017, -1.24895], [2.82613, 1.28956, 0.36699], [-1.05103, -1.34932, -0.87028]], "nbo_charge": [0.248, -0.671, 0.126, 0.015, 0.186, 0.231, 0.232, -0.702, 1.250, -0.808, -0.325, 0.219]}

(3)
{"formula": "C3H5ClO2", "method": "ωB97M-V with the def2-TZVPD basis set", "spin_multiplicity": 3, "relative_energy_kj_mol": 0.0, "gap_ev": [7.89, 9.53], "e_homo_ha": [-0.265, -0.404], "total_energy_ev": -19804.5179, "max_force_ev_per_a": 6.36, "symbols": ["C", "H", "Cl", "H", "C", "H", "H", "O", "C", "O", "H"], "positions_angstrom": [[-0.69996, -0.34957, -1.03462], [-1.83889, 0.16482, 1.35650], [2.67194, -0.84947, -1.65246], [-1.30266, 1.91046, 1.19354], [1.99012, -0.85596, -0.05819], [-0.08278, 0.50133, 1.30286], [-0.62049, -1.27849, -0.54956], [2.54200, -0.69863, 0.96859], [-0.94486, 0.90293, 0.97470], [-0.99551, 0.86716, -0.42617], [-0.71891, -0.31457, -2.07518]], "lowdin_spin": [0.664, 0.008, 0.256, -0.001, 0.510, 0.004, 0.054, 0.232, 0.013, 0.215, 0.044]}

(4)
{"formula": "C3H5ClOS", "method": "ωB97M-V with the def2-TZVPD basis set", "smiles": "O[C@@H]1[C@H](S)[C@H]1Cl", "relative_energy_kj_mol": 213.4, "gap_ev": 10.17, "e_homo_ha": -0.355, "total_energy_ev": -28594.9300, "max_force_ev_per_a": 3.61, "symbols": ["H", "C", "H", "H", "C", "O", "Cl", "S", "C", "H", "H"], "positions_angstrom": [[-0.71345, 1.54103, 1.26008], [0.34088, -0.45028, 0.64721], [1.11460, 1.57351, -0.55276], [-0.47209, -0.26996, -1.32354], [-0.82191, -0.16629, -0.35064], [0.20196, 1.87801, -0.45472], [-2.43717, -0.93572, -0.15048], [1.95429, -1.11979, -0.15651], [-0.29490, 0.93882, 0.39561], [1.23598, -2.16011, -0.85175], [-0.10819, -0.82923, 1.53750]], "nbo_charge": [0.219, -0.360, 0.476, 0.230, -0.215, -0.684, -0.057, -0.067, 0.061, 0.160, 0.236]}

(5)
{"formula": "C3H5ClS", "method": "ωB97M-V with the def2-TZVPD basis set", "smiles": "C=C[C@H](S)Cl", "relative_energy_kj_mol": 86.7, "gap_ev": 10.24, "e_homo_ha": -0.347, "total_energy_ev": -26548.0731, "max_force_ev_per_a": 4.44, "symbols": ["H", "C", "C", "H", "H", "C", "H", "S", "H", "Cl"], "positions_angstrom": [[-1.40307, 1.09895, -2.19500], [-0.32035, 0.80250, -0.15196], [0.34333, -1.38411, 0.97773], [0.86432, -2.24420, 1.07749], [-1.18430, 0.38206, 0.22401], [0.72768, -0.45867, 0.09286], [1.60548, -0.39027, -0.58668], [-0.10644, 1.25525, -1.86457], [-0.50248, -1.29114, 1.53647], [-0.02416, 2.22964, 0.88964]], "nbo_charge": [0.138, -0.387, -0.381, 0.198, 0.220, -0.161, 0.217, 0.023, 0.190, -0.056]}

(6)
{"formula": "C3H5ClS", "method": "ωB97M-V with the def2-TZVPD basis set", "relative_energy_kj_mol": 320.0, "gap_ev": [7.57, 7.86], "e_homo_ha": [-0.274, -0.287], "total_energy_ev": -26545.6556, "max_force_ev_per_a": 4.17, "symbols": ["C", "H", "H", "H", "C", "Cl", "S", "H", "H", "C"], "positions_angstrom": [[1.02436, -1.57859, 0.11927], [-1.50730, 0.42894, 0.85618], [0.54823, -1.75448, 1.05153], [0.31772, -1.72713, -0.76649], [0.17640, 0.86984, -0.04068], [2.67409, -1.30102, 0.01071], [1.35743, 1.89741, -0.17841], [-1.68862, 1.93885, -0.20163], [-1.65613, 0.32080, -0.84644], [-1.24619, 0.90538, -0.00405]], "nbo_charge": [-0.464, 0.247, 0.190, 0.207, -0.103, 0.062, 0.143, 0.222, 0.251, -0.755]}

(7)
{"formula": "C3H5ClS", "method": "ωB97M-V with the def2-TZVPD basis set", "relative_energy_kj_mol": 396.8, "gap_ev": [8.52, 8.11], "e_homo_ha": [-0.311, -0.323], "total_energy_ev": -26544.8595, "max_force_ev_per_a": 5.70, "symbols": ["H", "H", "C", "S", "H", "Cl", "H", "C", "C", "H"], "positions_angstrom": [[0.99709, -1.12724, -0.46201], [0.95075, 1.30643, 1.20874], [0.21847, -0.98811, -1.20609], [0.49092, 0.60089, -2.08185], [0.67228, -0.26132, 1.86303], [-2.37593, 0.14238, -0.89318], [-0.07266, -1.82112, -1.83636], [-0.65640, 0.14104, -0.76016], [0.27916, 0.80105, 1.72486], [-0.50368, 1.20600, 2.44301]], "nbo_charge": [0.225, 0.159, -0.540, 0.156, 0.170, 0.036, 0.234, -0.169, -0.471, 0.200]}

(8)
{"formula": "C3H5ClS", "method": "ωB97M-V with the def2-TZVPD basis set", "relative_energy_kj_mol": 441.4, "gap_ev": [7.85, 8.43], "e_homo_ha": [-0.312, -0.301], "total_energy_ev": -26544.3968, "max_force_ev_per_a": 5.74, "symbols": ["H", "S", "H", "C", "H", "H", "H", "C", "Cl", "C"], "positions_angstrom": [[0.32655, 2.01379, -1.11377], [2.47603, 1.80347, 0.00711], [-1.35045, -0.63636, -0.39227], [1.45575, 0.36429, -0.34647], [-0.09384, 1.63205, 0.61543], [-2.01882, -2.38238, -0.34731], [-1.27934, -1.66056, 1.22436], [-1.48093, -1.47621, 0.15835], [1.30956, -1.15971, 0.36004], [0.65549, 1.50162, -0.16546]], "nbo_charge": [0.232, 0.164, 0.152, -0.171, 0.228, 0.170, 0.177, -0.522, 0.099, -0.529]}

(9)
{"formula": "C3H5CoMgO3", "method": "ωB97M-V with the def2-TZVPD basis set", "spin_multiplicity": 6, "relative_energy_kj_mol": 0.0, "gap_ev": [7.16, 6.09], "e_homo_ha": [-0.372, -0.475], "charge": 1, "total_energy_ev": -52396.5862, "max_force_ev_per_a": 2.37, "symbols": ["C", "H", "H", "C", "Mg", "O", "Co", "O", "H", "O", "C", "H", "H"], "positions_angstrom": [[2.32212, 0.39307, -1.06705], [3.32451, 0.68152, -1.41086], [-0.99441, 2.35387, 0.63865], [1.54029, 1.32724, -0.49245], [-2.69681, -2.85027, 0.29798], [-1.06508, -2.00049, 0.20647], [0.16509, -1.04056, -0.52153], [0.25959, 0.90221, -0.11950], [0.44320, 1.96656, 1.66053], [1.94402, -0.86556, -1.20108], [-0.33059, 1.55532, 0.99677], [1.79719, 2.36332, -0.28172], [-0.94463, 0.80394, 1.54648]], "lowdin_spin": [0.061, 0.000, 0.002, 0.268, 0.757, 0.551, 2.815, 0.172, 0.001, 0.343, 0.013, 0.012, 0.004]}

(10)
{"formula": "C3H5CuLiO3", "method": "ωB97M-V with the def2-TZVPD basis set", "relative_energy_kj_mol": 245.4, "gap_ev": 8.18, "e_homo_ha": -0.493, "charge": 1, "total_energy_ev": -54170.5276, "max_force_ev_per_a": 4.47, "symbols": ["H", "Li", "H", "Cu", "O", "H", "H", "O", "C", "C", "O", "C", "H"], "positions_angstrom": [[-5.48637, 0.63002, 0.17509], [-1.39142, -2.22730, 0.53129], [-3.27114, 0.35662, -1.85036], [0.62252, 1.49468, 2.55893], [-2.53463, -0.45532, 0.29051], [-3.53830, 1.63067, -0.51486], [-5.40769, -0.55508, -1.17256], [-1.26403, 1.35347, 0.88850], [-4.83690, -0.05626, -0.38118], [-3.61950, 0.58952, -0.84065], [-0.75380, -0.69680, 1.51384], [-1.51461, 0.14546, 0.93558], [-4.02304, -0.77656, 0.56037]], "nbo_charge": [0.237, 0.976, 0.217, 0.945, -0.761, 0.234, 0.240, -0.771, -0.732, 0.035, -0.914, 0.961, 0.334]}

(11)
{"formula": "C3H5F", "method": "ωB97M-V with the def2-TZVPD basis set", "relative_energy_kj_mol": 192.7, "gap_ev": 11.11, "e_homo_ha": -0.365, "total_energy_ev": -5906.6332, "max_force_ev_per_a": 7.33, "symbols": ["H", "H", "F", "C", "H", "H", "C", "H", "C"], "positions_angstrom": [[-0.85050, 0.92923, 1.20861], [1.03533, 0.55386, -1.24525], [2.08467, -0.50988, 0.09116], [-1.25308, -0.74300, -0.12806], [-1.01349, -1.37873, -0.96413], [-2.28880, -0.78520, 0.13329], [-0.47032, 0.09796, 0.49839], [1.47602, 1.28924, 0.53837], [1.28017, 0.54650, -0.13238]], "nbo_charge": [0.193, 0.186, -0.356, -0.433, 0.201, 0.198, -0.219, 0.170, 0.060]}

(12)
{"formula": "C3H5F2N", "method": "ωB97M-V with the def2-TZVPD basis set", "relative_energy_kj_mol": 233.1, "gap_ev": 10.70, "e_homo_ha": -0.362, "total_energy_ev": -10113.9175, "max_force_ev_per_a": 6.34, "symbols": ["N", "C", "F", "H", "H", "H", "H", "C", "C", "H", "F"], "positions_angstrom": [[0.98331, -1.69185, 0.75494], [-1.07187, 0.71060, -1.02469], [-0.06614, -0.24721, 1.78942], [-0.09929, 2.56821, -0.60542], [1.84864, -1.93377, 0.26674], [0.60927, 0.92234, -0.00376], [0.22550, -2.24876, 0.76861], [1.08985, -0.44136, 1.17339], [-0.10742, 1.48344, -0.55839], [-1.26901, -0.38583, -0.84776], [-2.14285, 1.26420, -1.71307]], "nbo_charge": [-0.800, 0.221, -0.366, 0.227, 0.406, 0.206, 0.389, 0.396, -0.484, 0.169, -0.364]}

Copy entry 9 word for word.
{"formula": "C3H5CoMgO3", "method": "ωB97M-V with the def2-TZVPD basis set", "spin_multiplicity": 6, "relative_energy_kj_mol": 0.0, "gap_ev": [7.16, 6.09], "e_homo_ha": [-0.372, -0.475], "charge": 1, "total_energy_ev": -52396.5862, "max_force_ev_per_a": 2.37, "symbols": ["C", "H", "H", "C", "Mg", "O", "Co", "O", "H", "O", "C", "H", "H"], "positions_angstrom": [[2.32212, 0.39307, -1.06705], [3.32451, 0.68152, -1.41086], [-0.99441, 2.35387, 0.63865], [1.54029, 1.32724, -0.49245], [-2.69681, -2.85027, 0.29798], [-1.06508, -2.00049, 0.20647], [0.16509, -1.04056, -0.52153], [0.25959, 0.90221, -0.11950], [0.44320, 1.96656, 1.66053], [1.94402, -0.86556, -1.20108], [-0.33059, 1.55532, 0.99677], [1.79719, 2.36332, -0.28172], [-0.94463, 0.80394, 1.54648]], "lowdin_spin": [0.061, 0.000, 0.002, 0.268, 0.757, 0.551, 2.815, 0.172, 0.001, 0.343, 0.013, 0.012, 0.004]}